Entry 1:
Formula: CH3NOP2S
Source: OMol25
Level of theory: ωB97M-V/def2-TZVPD

Each line ends with the Mulliken charge.
Element x y z (Å)
C: -0.994 0.789 0.536  -0.17
N: -1.281 -0.544 0.627  -0.20
O: 1.599 0.195 0.623  -0.43
P: -0.593 1.768 -0.907  0.12
P: 1.578 -1.221 0.388  0.25
S: -0.531 -1.758 0.126  0.06
H: -1.264 1.444 1.354  0.34
H: -0.296 0.721 -1.762  -0.01
H: 1.783 -1.392 -0.985  0.04

LUMO (spin up / spin down): -2.027 / -2.314 eV
DFT total energy: -1250.65938 a.u.
Energy relative to the best compared isomer or geometry (same formula, charge and spin): 420.6 kJ/mol
Maximum force: 4.43 eV Å⁻¹
Frontier orbital gap (spin up / spin down): 6.40 / 6.20 eV



Entry 2:
Formula: C17H19CuNS
Source: OMol25
Level of theory: ωB97M-V/def2-TZVPD

Each line ends with the Mulliken spin population.
Element x y z (Å)
C: 0.584 2.279 1.105  -0.01
C: 1.349 0.943 -1.811  0.00
C: 1.139 0.903 1.261  0.42
H: 1.169 2.992 1.713  0.02
C: 1.961 -0.195 -1.350  0.02
H: 0.709 0.855 -2.699  0.00
H: 0.742 0.373 2.134  -0.02
H: 1.843 -1.122 -1.930  0.00
C: 2.588 0.642 1.002  -0.04
H: 2.978 0.140 1.901  0.01
H: 3.129 1.595 0.911  0.00
C: 0.447 2.837 -0.328  0.01
H: 0.483 3.933 -0.274  0.00
H: -0.550 2.573 -0.710  0.02
C: 1.534 2.347 -1.306  0.04
H: 2.527 2.463 -0.854  0.01
H: 1.487 3.009 -2.184  0.00
C: 2.943 -0.254 -0.212  0.03
H: 3.952 0.020 -0.565  0.00
H: 3.014 -1.297 0.134  0.00
Cu: -0.020 -0.023 -0.194  0.38
H: -0.452 2.198 1.523  0.00
S: -3.884 -1.108 -1.611  0.00
C: -3.370 0.110 -2.703  0.00
C: -2.074 0.562 -2.409  -0.01
C: -1.541 -0.088 -1.286  0.03
C: -2.360 -1.035 -0.745  -0.04
C: -1.963 -1.822 0.389  0.05
C: -2.731 -2.787 1.062  0.01
C: -2.194 -3.429 2.169  0.00
C: -0.901 -3.114 2.599  0.00
C: -0.170 -2.147 1.891  0.01
N: -0.701 -1.542 0.822  0.04
H: -4.016 0.450 -3.510  0.00
H: -1.543 1.320 -2.982  0.00
H: -3.730 -2.982 0.684  0.00
H: -2.782 -4.174 2.705  0.00
H: -0.437 -3.581 3.468  0.00
H: 0.841 -1.841 2.191  0.00

LUMO (spin up / spin down): 0.265 / -0.235 eV
DFT total energy: -2752.49992 a.u.
Energy relative to the best compared isomer or geometry (same formula, charge and spin): 0.0 kJ/mol
Maximum force: 2.40 eV Å⁻¹
2S+1: 2
Frontier orbital gap (spin up / spin down): 7.12 / 6.81 eV
<S²>: 0.759



Entry 3:
Formula: C27H36N4O2S2SiTi
Source: OMol25
Level of theory: ωB97M-V/def2-TZVPD

Each line ends with the Mulliken charge.
Element x y z (Å)
Ti: 0.111 0.098 0.657  0.34
C: -2.135 -3.956 4.755  -1.07
C: -0.648 -3.871 4.455  -0.43
N: -0.375 -3.575 3.044  -0.15
C: -0.436 -2.355 2.528  0.58
S: -0.172 -2.212 0.785  -0.62
N: -0.700 -1.328 3.294  -0.87
N: -0.718 -0.145 2.613  1.40
C: -1.123 0.900 3.260  0.77
C: -1.579 0.894 4.674  -1.75
C: -1.100 2.150 2.482  0.37
C: -1.494 3.379 2.971  -0.68
C: -1.408 4.488 2.137  -0.56
C: -0.930 4.340 0.846  -0.87
C: -0.553 3.076 0.423  -0.25
N: -0.644 2.013 1.223  0.21
H: -2.287 -4.177 5.811  0.35
H: -2.607 -4.747 4.174  0.32
H: -2.630 -3.012 4.529  0.31
H: -0.147 -4.812 4.676  0.43
H: -0.171 -3.094 5.051  0.23
H: -0.197 -4.339 2.413  0.24
H: -1.575 -0.111 5.078  0.33
H: -2.584 1.312 4.750  0.44
H: -0.914 1.525 5.270  0.37
H: -1.861 3.476 3.982  0.50
H: -1.711 5.461 2.500  0.45
H: -0.845 5.182 0.175  0.46
H: -0.170 2.903 -0.575  0.57
O: -0.775 0.234 -1.056  -0.27
S: -1.395 -0.635 -2.208  0.33
C: -2.031 0.625 -3.330  -0.64
C: -2.628 -0.065 -4.525  0.32
C: -2.069 0.117 -5.787  -0.10
C: -2.609 -0.533 -6.887  -0.85
C: -3.700 -1.376 -6.728  -0.42
C: -4.263 -1.558 -5.472  -0.79
C: -3.731 -0.903 -4.372  -0.23
C: 0.027 -1.302 -3.137  -1.19
C: 1.219 -0.407 -3.092  0.07
C: 2.120 -0.526 -2.042  -0.24
C: 3.196 0.344 -1.940  -0.49
C: 3.382 1.334 -2.891  -0.78
C: 2.496 1.446 -3.956  -0.80
C: 1.418 0.581 -4.055  -0.25
H: -1.208 1.297 -3.575  0.40
H: -2.772 1.154 -2.728  0.56
H: -1.232 0.791 -5.918  0.34
H: -2.183 -0.377 -7.868  0.42
H: -4.119 -1.882 -7.587  0.41
H: -5.121 -2.204 -5.350  0.41
H: -4.186 -1.035 -3.397  0.42
H: -0.380 -1.461 -4.138  0.68
H: 0.210 -2.274 -2.678  0.61
H: 2.022 -1.342 -1.331  0.69
H: 3.903 0.230 -1.130  0.48
H: 4.230 2.002 -2.822  0.47
H: 2.656 2.196 -4.718  0.48
H: 0.749 0.648 -4.904  0.46
C: 2.518 0.566 3.754  -0.96
Si: 3.173 0.386 2.033  0.36
C: 4.186 1.842 1.518  -1.07
C: 3.953 -1.254 1.713  -0.96
O: 1.759 0.403 1.023  -0.29
H: 3.351 0.574 4.461  0.50
H: 1.857 -0.258 4.031  0.18
H: 1.982 1.511 3.879  0.23
H: 5.033 1.957 2.199  0.42
H: 3.604 2.764 1.564  0.32
H: 4.591 1.738 0.511  0.31
H: 4.847 -1.375 2.329  0.47
H: 4.256 -1.362 0.670  0.32
H: 3.269 -2.069 1.959  0.26

LUMO: -6.745 eV
DFT total energy: -3355.00842 a.u.
Energy relative to the best compared isomer or geometry (same formula, charge and spin): 5.5 kJ/mol
Maximum force: 0.43 eV Å⁻¹
Frontier orbital gap: 7.25 eV
Charge: +2